No. 1
A single C10H15BrO molecule, computed with ωB97M-V/def2-TZVPD.

Each line ends with the Mulliken charge.
Element x y z (Å)
C: 2.32 -0.27 1.21  -1.118
C: 1.01 -0.53 1.10  0.622
C: 0.15 -1.31 2.11  -1.097
C: 0.27 0.06 -0.09  -0.432
C: 0.40 1.28 -0.70  1.884
C: -0.45 1.53 -1.93  -1.562
C: 1.22 2.36 -0.21  -1.960
C: -0.75 -0.96 -0.53  0.061
O: -0.28 -1.89 -1.45  -0.595
C: -2.08 -0.89 -0.34  0.246
C: -3.11 -1.99 -0.58  -1.231
Br: -2.74 0.47 0.78  -0.158
H: 2.94 -0.65 2.08  0.286
H: 2.89 0.20 0.39  0.290
H: -0.86 -0.91 2.06  0.136
H: 0.48 -1.34 3.08  0.532
H: 0.09 -2.40 1.77  0.248
H: -0.31 0.62 -2.49  0.386
H: -1.43 1.80 -1.66  0.346
H: -0.09 2.41 -2.51  0.458
H: 0.80 3.26 -0.58  0.540
H: 1.53 2.45 0.83  0.451
H: 2.23 2.65 -0.92  0.275
H: 0.69 -1.90 -1.48  0.417
H: -3.11 -2.54 -1.50  0.336
H: -4.08 -1.51 -0.58  0.386
H: -3.05 -2.63 0.41  0.255

The calculation puts the relative energy (zero: lowest compared OMol25 entry of this formula, charge and spin) at 0.9243 eV. The value obtained for the HOMO-LUMO gap is 9.004 eV. The SMILES is C=C(C)C(=C(C)C)/C(O)=C(/C)Br. For the max |F|, the calculation gives 4.80 eV Å⁻¹.

---

No. 2
A molecular structure, C29H64F5GeI2N2O2PdSSi4Te, computed with ωB97M-V/def2-TZVPD.

Each line ends with the Mulliken charge.
Element x y z (Å)
Pd: 0.07 0.02 0.72  0.787
N: -2.27 1.74 6.61  -0.384
C: -2.32 0.97 5.76  -0.461
C: -2.30 0.03 4.68  -0.149
C: -2.64 -1.31 4.85  -0.476
C: -2.52 -2.16 3.75  -1.178
C: -2.04 -1.65 2.56  -0.785
N: -1.72 -0.36 2.39  1.773
C: -1.87 0.47 3.43  -0.470
H: -2.99 -1.68 5.80  0.642
H: -2.78 -3.20 3.83  0.636
H: -1.92 -2.30 1.70  0.101
H: -1.65 1.51 3.28  0.516
C: -5.81 -2.36 1.57  -1.019
Si: -5.47 -1.69 -0.14  0.588
C: -6.49 -0.33 -0.86  -0.947
C: -4.43 -2.77 -1.26  -0.169
Si: -1.23 -1.46 -0.90  -0.182
Si: 0.86 -3.15 -1.08  0.434
C: 0.09 -4.03 -2.55  -1.083
C: 2.48 -2.28 -1.41  -0.463
C: 0.62 -4.08 0.53  -0.529
Si: -1.41 -0.24 -3.86  1.276
C: -2.47 -1.70 -4.38  -1.269
C: -2.26 1.39 -4.18  -1.095
C: 0.40 -0.35 -4.38  -0.781
H: -6.84 -2.72 1.64  0.425
H: -5.69 -1.58 2.32  0.330
H: -5.15 -3.19 1.82  0.291
H: -6.94 0.29 -0.09  0.374
H: -7.31 -0.74 -1.47  0.445
H: -5.89 0.32 -1.49  0.191
H: -5.05 -3.42 -1.88  0.622
H: -3.77 -3.42 -0.68  0.234
H: -3.82 -2.15 -1.92  -0.625
H: 0.03 -3.40 -3.43  0.220
H: -0.91 -4.40 -2.32  0.362
H: 0.70 -4.90 -2.81  0.524
H: 2.53 -1.91 -2.44  0.439
H: 3.31 -2.97 -1.27  0.580
H: 2.62 -1.43 -0.74  -0.461
H: -0.36 -4.55 0.57  0.442
H: 0.73 -3.42 1.39  -0.353
H: 1.37 -4.87 0.62  0.561
H: -3.52 -1.54 -4.12  0.327
H: -2.16 -2.66 -3.96  0.303
H: -2.44 -1.80 -5.47  0.464
H: -3.33 1.24 -4.35  0.421
H: -1.85 1.88 -5.06  0.504
H: -2.18 2.08 -3.34  0.129
H: 0.65 -1.36 -4.73  0.433
H: 1.07 -0.10 -3.55  -0.142
H: 0.62 0.33 -5.20  0.573
I: 1.13 2.92 3.41  0.231
I: 0.31 4.58 5.33  0.064
C: 0.04 5.48 -4.01  -1.532
C: -0.36 4.70 -2.76  0.419
C: 0.69 4.79 -1.66  -0.542
C: 0.41 4.01 -0.40  -1.019
Ge: 0.53 1.99 -0.64  1.240
C: 2.54 1.67 -0.11  1.101
C: 3.47 2.49 -0.98  -0.972
C: 3.54 2.04 -2.44  0.480
C: 4.59 2.83 -3.22  -1.565
H: -0.68 5.32 -4.81  0.412
H: 1.02 5.17 -4.36  0.313
H: 0.07 6.55 -3.80  0.387
H: -0.50 3.64 -3.02  -0.463
H: -1.33 5.04 -2.39  0.382
H: 0.77 5.84 -1.36  0.602
H: 1.68 4.54 -2.07  -0.111
H: -0.60 4.20 -0.03  0.565
H: 1.13 4.24 0.39  0.613
H: 0.42 1.96 -2.18  -0.927
H: 2.75 0.60 -0.20  -1.336
H: 2.59 1.95 0.95  0.277
H: 4.47 2.39 -0.53  0.550
H: 3.21 3.54 -0.92  0.209
H: 2.57 2.18 -2.91  -0.015
H: 3.80 0.98 -2.48  0.172
H: 4.37 3.90 -3.22  0.324
H: 4.64 2.49 -4.25  0.424
H: 5.58 2.70 -2.78  0.377
C: 5.36 0.46 3.05  -1.296
C: 5.05 -0.53 1.94  -0.047
C: 3.93 -1.49 2.33  -1.117
S: 2.40 -0.52 2.65  0.624
O: 1.31 -1.28 1.87  -0.734
C: 2.07 -0.94 4.40  -1.147
C: 1.27 -2.22 4.59  0.642
C: 2.07 -3.50 4.33  -1.349
H: 6.18 1.11 2.76  0.438
H: 5.67 -0.06 3.96  0.352
H: 4.50 1.09 3.28  0.334
H: 5.94 -1.12 1.71  0.497
H: 4.78 0.01 1.03  -0.053
H: 4.19 -2.04 3.23  0.666
H: 3.68 -2.19 1.53  0.191
H: 1.52 -0.08 4.78  0.472
H: 3.04 -0.98 4.90  0.608
H: 0.40 -2.20 3.94  -0.631
H: 0.91 -2.23 5.62  0.620
H: 2.36 -3.58 3.28  0.168
H: 1.47 -4.37 4.59  0.399
H: 2.97 -3.53 4.95  0.384
F: -3.69 -0.74 0.61  -0.535
Te: -2.33 0.91 0.08  2.108
F: -1.52 2.31 1.27  -0.385
F: -3.58 0.60 -1.41  -0.591
F: -3.85 1.72 0.80  -0.337
F: -2.11 2.46 -1.04  -0.373
O: -1.18 -0.44 -2.12  -0.497

The calculation puts the relative energy (zero: lowest compared OMol25 entry of this formula, charge and spin) at 0.0000 eV. The value obtained for the HOMO-LUMO gap is 3.979 eV. For the max |F|, the calculation gives 5.90 eV Å⁻¹. As for the total charge: +3.

---

No. 3
2 unconnected molecules or ions with the total composition C7H16N2, computed with ωB97M-V/def2-TZVPD.

Each line ends with the Mulliken charge.
Element x y z (Å)
H: 0.73 1.75 2.06  0.276
N: 0.73 1.93 1.05  -0.700
C: 1.33 1.04 0.37  0.665
C: 2.23 -0.02 0.96  -1.333
C: 1.52 1.33 -1.10  -0.488
C: 1.52 0.10 -2.00  -1.028
H: 3.23 0.05 0.55  0.330
H: 1.84 -1.01 0.70  0.310
H: 2.28 0.05 2.04  0.405
H: 0.74 2.03 -1.40  0.334
H: 2.48 1.85 -1.20  0.390
H: 2.34 -0.57 -1.76  0.278
H: 0.58 -0.45 -1.90  0.231
H: 1.62 0.40 -3.04  0.364
C: -2.98 -1.73 -0.75  -0.315
N: -1.90 -1.12 -0.91  -0.376
C: -1.24 -0.26 0.26  0.131
C: -1.96 -0.28 1.60  -1.429
H: -3.39 -2.28 -1.60  0.268
H: -3.58 -1.75 0.16  0.199
H: -1.25 0.75 -0.16  0.326
H: -0.40 -0.99 0.26  0.126
H: -1.93 -1.26 2.07  0.339
H: -1.53 0.46 2.27  0.322
H: -3.01 0.00 1.46  0.376

The calculation puts the relative energy (zero: lowest compared OMol25 entry of this formula, charge and spin) at 2.3954 eV. The value obtained for the HOMO-LUMO gap is 10.295 eV. The SMILES is [H]/N=C(\C)CC.C=NCC. For the max |F|, the calculation gives 4.02 eV Å⁻¹.

---

No. 4
6 unconnected molecules or ions with the total composition C18H48IN3O6P, computed with ωB97M-V/def2-TZVPD.

Each line ends with the Mulliken charge.
Element x y z (Å)
N: 1.70 0.50 3.18  -0.258
C: 0.68 -0.42 2.94  0.038
N: 0.05 -1.36 3.98  -0.338
C: -0.34 -2.54 3.07  -0.424
C: -1.18 -1.62 1.94  -0.027
P: -2.37 -0.35 2.81  0.190
O: -3.69 -1.17 3.59  -0.518
I: -3.40 1.15 1.09  0.006
N: -0.01 -0.68 1.58  -0.054
H: 2.52 0.64 2.53  0.234
H: 1.56 1.13 4.01  0.289
H: 0.75 -1.58 4.73  0.378
H: 0.69 -2.74 2.51  0.224
H: -0.90 -3.45 3.54  0.349
H: -1.69 -2.21 1.04  0.343
H: -3.96 -0.60 4.40  0.365
H: -0.29 0.18 1.06  0.133
C: 3.45 -5.13 0.98  -1.136
C: 2.23 -5.84 1.55  0.352
C: 2.05 -7.21 0.93  -1.382
O: 1.07 -5.05 1.31  -0.450
H: 3.34 -4.98 -0.10  0.287
H: 3.56 -4.13 1.43  0.196
H: 4.36 -5.70 1.16  0.456
H: 2.34 -5.93 2.64  0.306
H: 1.89 -7.13 -0.15  0.359
H: 1.16 -7.70 1.34  0.339
H: 2.92 -7.85 1.11  0.392
H: 0.96 -4.95 0.35  0.303
C: -1.38 5.21 2.74  -1.141
C: -0.60 5.47 1.46  0.363
C: -1.50 6.01 0.36  -1.106
O: 0.01 4.26 1.03  -0.493
H: -2.16 4.47 2.58  0.235
H: -0.72 4.82 3.52  0.302
H: -1.85 6.13 3.11  0.383
H: 0.21 6.19 1.66  0.302
H: -2.28 5.28 0.11  0.205
H: -0.92 6.17 -0.56  0.291
H: -1.97 6.95 0.66  0.423
H: -0.70 3.62 0.85  0.253
C: 3.29 -1.68 -0.14  -0.505
C: 3.69 -0.22 -0.29  0.369
C: 4.36 0.04 -1.64  -1.501
O: 4.60 0.13 0.75  -0.563
H: 4.17 -2.34 -0.20  0.505
H: 2.83 -1.86 0.83  0.033
H: 2.59 -1.98 -0.93  -0.065
H: 2.81 0.41 -0.19  0.266
H: 5.27 -0.56 -1.74  0.384
H: 4.65 1.09 -1.72  0.378
H: 3.68 -0.21 -2.46  0.320
H: 5.39 -0.43 0.67  0.375
C: -2.15 -2.03 -2.53  -1.115
C: -0.85 -1.34 -2.92  0.388
C: 0.32 -2.32 -2.91  -0.668
O: -0.58 -0.27 -2.02  -0.398
H: -2.08 -2.43 -1.51  0.147
H: -2.98 -1.31 -2.53  0.292
H: -2.39 -2.84 -3.21  0.406
H: -0.95 -0.91 -3.92  0.325
H: 0.47 -2.73 -1.91  -0.165
H: 1.25 -1.81 -3.19  0.189
H: 0.15 -3.14 -3.61  0.448
H: -0.49 -0.65 -1.13  0.195
C: -2.47 3.92 -2.67  -0.876
C: -3.95 4.12 -2.95  0.397
C: -4.22 4.29 -4.43  -1.317
O: -4.42 5.27 -2.24  -0.561
H: -1.89 4.79 -2.99  0.317
H: -2.29 3.80 -1.59  -0.003
H: -2.09 3.03 -3.18  0.382
H: -4.52 3.25 -2.57  0.257
H: -3.70 5.18 -4.82  0.338
H: -5.29 4.45 -4.61  0.333
H: -3.89 3.42 -5.00  0.356
H: -3.92 6.04 -2.57  0.368

The value obtained for the HOMO-LUMO gap is 7.048 eV. For the max |F|, the calculation gives 4.80 eV Å⁻¹. As for the total charge: +1.

---

| no. | highest occupied orbital energy (eV) |
| --- | --- |
| 1 | -8.35 |
| 2 | -15.33 |
| 3 | -9.32 |
| 4 | -11.61 |